The following is a quantum chemistry calculation of a structure of composition C19H26AsF6N2NaO9S3 at a distorted geometry, from the Open Molecules 2025 dataset.

Each line ends with the Mulliken charge.
CARTESIAN COORDINATES (ANGSTROEM)
Na 0.465 -0.145 1.257  0.743
O 2.240 -4.157 -0.226  -0.852
C 1.932 -3.076 0.309  -0.014
O 0.813 -2.693 0.733  -0.380
C 3.069 -2.044 0.477  0.166
C 4.389 -2.328 0.151  -0.542
C 5.336 -1.324 0.302  -0.258
C 4.947 -0.077 0.772  -0.610
C 3.607 0.123 1.073  0.169
N 2.706 -0.846 0.921  0.298
C 3.058 1.490 1.544  0.143
O 3.903 2.361 1.818  -0.898
O 1.805 1.573 1.558  -0.436
H 4.634 -3.317 -0.212  0.503
H 6.374 -1.511 0.045  0.378
H 5.638 0.744 0.901  0.489
F -2.760 0.399 5.674  -0.245
C -1.549 -0.048 5.317  0.499
F -0.698 0.965 5.341  -0.204
F -1.161 -0.936 6.244  -0.243
S -1.608 -0.880 3.655  1.011
O -0.279 -0.648 3.134  -0.779
O -2.015 -2.210 3.988  -0.660
N -2.736 -0.097 2.867  -0.663
S -2.211 1.175 2.045  1.294
O -1.490 0.828 0.839  0.115
O -1.741 2.246 2.876  -0.692
C -3.829 1.770 1.422  0.465
F -4.627 2.144 2.425  -0.233
F -4.466 0.834 0.714  -0.211
F -3.621 2.825 0.634  -0.205
O -0.598 -1.604 -1.786  -0.514
S -0.963 -2.947 -1.196  0.330
C -2.373 -3.511 -2.245  -0.707
C -3.680 -3.257 -1.491  -0.573
C -3.326 -3.461 -0.018  -0.782
C -2.073 -2.629 0.198  0.103
H -2.219 -4.579 -2.423  0.321
H -2.283 -2.974 -3.188  0.320
H -4.492 -3.909 -1.821  0.387
H -3.998 -2.222 -1.642  0.236
H -3.107 -4.518 0.164  0.339
H -4.124 -3.161 0.664  0.324
H -1.531 -2.854 1.115  0.453
H -2.279 -1.556 0.149  -0.341
C 2.995 2.001 -3.280  -1.436
C 2.615 1.141 -2.079  -0.449
As 0.813 1.391 -1.305  0.759
C -0.165 1.527 -3.015  -0.886
C -1.677 1.545 -2.780  -0.957
C 1.030 3.328 -0.966  -0.770
C -0.074 3.903 -0.081  -1.160
H 4.036 1.822 -3.571  0.433
H 2.897 3.065 -3.057  0.262
H 2.371 1.781 -4.149  0.285
H 3.308 1.331 -1.258  0.077
H 2.703 0.079 -2.319  0.457
H 0.096 0.637 -3.593  0.383
H 0.157 2.407 -3.576  0.587
H -1.972 0.664 -2.205  0.031
H -2.237 1.547 -3.721  0.410
H -1.982 2.426 -2.209  0.201
H 1.088 3.866 -1.917  0.577
H 1.986 3.437 -0.449  0.375
H -1.062 3.800 -0.542  0.160
H 0.092 4.966 0.120  0.422
H -0.096 3.379 0.875  0.190

Its spin multiplicity is 1. The molecular weight comes out at 734.52 g/mol. The total energy is -5718.28234 hartree. Its net charge is -2. For the highest occupied orbital energy, the calculation gives -0.10392 Ha. The calculation puts the energy above the lowest of the compared OMol25 structures with the same formula, charge and spin at 27.04 kcal/mol. The calculation puts the frontier orbital gap at 6.8 eV.

The following is a quantum chemistry calculation of a structure of composition C19H26AsF6N2NaO9S3 at a distorted geometry, from the Open Molecules 2025 dataset.

Each line ends with the Mulliken charge.
CARTESIAN COORDINATES (ANGSTROEM)
Na 0.175 -0.608 0.438  0.588
O -2.446 -3.085 -1.754  -0.827
C -1.632 -2.461 -1.061  -0.044
O -1.406 -1.210 -1.082  -0.306
C -0.756 -3.272 -0.092  0.942
C -0.124 -4.430 -0.517  -0.780
C 0.760 -5.046 0.360  -0.420
C 0.979 -4.501 1.613  -0.310
C 0.305 -3.333 1.958  0.342
N -0.560 -2.754 1.124  -0.205
C 0.573 -2.565 3.257  -0.069
O 0.170 -3.107 4.301  -0.816
O 1.161 -1.470 3.097  -0.500
H -0.303 -4.800 -1.517  0.456
H 1.301 -5.935 0.052  0.354
H 1.688 -4.931 2.307  0.434
F 5.869 -0.703 1.251  -0.253
C 4.771 -0.929 0.513  0.461
F 4.619 0.120 -0.316  -0.236
F 5.016 -2.007 -0.247  -0.231
S 3.258 -1.198 1.554  1.066
O 2.277 -1.347 0.510  -0.220
O 3.677 -2.304 2.348  -0.688
N 3.288 0.206 2.257  -0.570
S 2.355 1.427 2.035  1.270
O 1.124 1.196 1.314  -0.619
O 3.110 2.593 1.662  -0.711
C 1.768 1.898 3.725  0.474
F 2.809 2.097 4.546  -0.239
F 0.949 1.029 4.277  -0.180
F 1.115 3.073 3.609  -0.232
O 2.163 -1.854 -3.292  -0.833
S 1.505 -0.690 -2.634  1.008
C 2.545 0.769 -2.991  -0.727
C 2.059 1.359 -4.308  -0.760
C 0.535 1.293 -4.223  -0.057
C 0.199 -0.127 -3.784  -0.733
H 3.572 0.409 -2.973  0.479
H 2.408 1.472 -2.165  0.192
H 2.416 0.750 -5.143  0.318
H 2.422 2.379 -4.453  0.361
H 0.045 1.545 -5.166  0.391
H 0.185 2.009 -3.473  -0.211
H 0.281 -0.838 -4.607  0.440
H -0.761 -0.256 -3.284  0.071
C -2.626 3.521 2.430  -1.038
C -3.532 2.595 1.623  -0.752
As -2.536 1.182 0.653  0.512
C -2.100 2.173 -0.998  -0.313
C -0.901 3.106 -0.876  -1.027
C -4.088 0.247 -0.109  -0.732
C -4.632 -0.814 0.839  -1.128
H -3.202 4.174 3.092  0.384
H -2.021 4.159 1.785  0.225
H -1.932 2.947 3.046  0.223
H -4.155 3.150 0.914  0.395
H -4.211 2.063 2.296  0.374
H -2.998 2.710 -1.325  0.551
H -1.908 1.382 -1.728  0.015
H -1.097 3.930 -0.188  0.292
H -0.639 3.550 -1.841  0.341
H -0.025 2.579 -0.494  0.107
H -3.708 -0.225 -1.017  0.338
H -4.852 0.984 -0.377  0.486
H -3.863 -1.558 1.053  0.204
H -5.487 -1.337 0.404  0.348
H -4.953 -0.383 1.792  0.323

Its spin multiplicity is 1. The molecular weight comes out at 734.52 g/mol. The total energy is -5718.27542 hartree. Its net charge is -2. For the highest occupied orbital energy, the calculation gives -0.10080 Ha. The calculation puts the energy above the lowest of the compared OMol25 structures with the same formula, charge and spin at 31.38 kcal/mol. The calculation puts the frontier orbital gap at 6.5 eV.